1.
The following is a quantum chemistry calculation of one molecule with the formula C5H4N4O2S2 at a distorted geometry, from OMol25.

Energy ... -1358.7397 hartree
LUMO ... 0.3218 eV
Maximum force ... 4.7 eV/A
M ... 216.2 g mol⁻¹
E_HOMO ... -8.636 eV

Positions of all 17 atoms, in Å:
C  -0.913  1.105  0.117
N  -0.291  2.374  -1.419
N  1.886  -2.290  0.708
H  -1.132  -0.127  1.828
C  1.198  -2.847  -0.284
H  -2.069  -0.537  0.541
N  -0.577  1.116  -1.152
C  -0.603  3.147  -0.365
H  2.848  -2.695  0.928
S  1.651  -4.302  -1.072
S  -0.689  4.822  -0.289
H  -0.498  2.787  -2.298
O  0.022  -2.190  -0.485
O  -0.968  2.331  0.715
C  0.045  -1.238  0.500
N  1.168  -1.262  1.202
C  -1.076  -0.193  0.825

Atom charges from the Mulliken analysis, given in e for atoms 1 to 6: number 1, C, carries 0.64; number 2, N, carries 0.12; number 3, N, carries 0.17; number 4, H, carries 0.39; number 5, C, carries 0.12; number 6, H, carries 0.32

---

2.
The following is a quantum chemistry calculation of C3H4F2OS as an isolated structure at a distorted geometry, from OMol25.

Energy ... -789.7911 hartree
Relative energy (zero: lowest compared OMol25 entry of this formula, charge and spin) ... 2.063 eV
LUMO ... -1.4436 eV
Maximum force ... 3.3 eV/A
M ... 126.1 g mol⁻¹
E_HOMO ... -9.720 eV

Positions of all 11 atoms, in Å:
H  -0.733  1.814  1.564
H  0.729  -0.526  -0.981
O  0.435  1.856  -0.096
C  0.377  -1.075  -0.103
C  -0.219  1.289  0.742
C  -0.438  -0.165  0.762
F  -0.852  -0.680  1.916
H  1.229  -1.455  0.482
F  -0.322  -2.167  -0.534
H  -1.934  0.350  -1.545
S  -2.532  0.246  -0.360

Atom charges from the Mulliken analysis, given in e for atoms 1 to 6: number 1, H, carries 0.35; number 2, H, carries 0.27; number 3, O, carries -0.48; number 4, C, carries -0.28; number 5, C, carries 0.10; number 6, C, carries 0.25

---

- What is the maximum force in the first record?
  4.7 eV/A